Below is a molecular structure, C27H50ClF3IN4O9P2 in a non-equilibrium geometry, with properties calculated with ωB97M-V with the def2-TZVPD basis set.

## Properties
Highest occupied orbital energy   -0.3595 Eh
Total energy   -100526.584 eV
Largest force on an atom   9.12 eV/Å
LUMO   -4.3 eV
Gap between HOMO and LUMO   5.53 eV
Charge   +1

Last column: Mulliken charge in e.
Geometry (Å):
H: -4.98 -4.12 0.49  0.3229
N: 1.60 -0.08 -7.03  0.0454
C: -6.81 -0.44 3.22  -0.7901
H: -7.12 -0.13 2.13  0.2282
C: -2.52 -1.84 1.63  -0.7381
H: -6.97 -3.69 1.92  0.3282
C: -4.78 -3.30 1.33  -0.6736
H: 1.10 3.56 -4.35  0.3089
H: -0.28 2.55 -3.54  0.2833
H: 0.40 -0.08 -10.07  0.3848
H: 3.69 -0.12 -0.85  0.5427
C: 2.01 -3.94 0.53  0.6923
H: 2.60 -3.14 2.53  0.1837
O: 0.21 3.13 2.91  -0.6657
H: -6.02 0.35 3.63  0.1027
H: 2.30 0.08 -6.32  0.1856
H: 0.77 -3.02 2.13  0.1268
I: 0.19 3.36 -0.52  0.1059
O: 3.37 4.67 1.77  -0.4959
H: 2.75 1.45 -3.56  -0.0700
H: -4.48 1.64 1.86  0.1794
H: 4.51 0.39 0.74  0.4518
H: 4.33 4.89 1.54  0.3377
C: 1.36 0.89 -1.85  0.1432
H: -0.54 -2.16 0.62  -0.1977
H: 1.25 1.10 5.51  0.4038
C: 3.77 0.78 -0.12  -1.5561
N: -2.96 1.06 0.31  -0.0617
H: 2.69 0.58 -8.75  0.3711
O: 2.93 3.78 0.93  -0.0438
H: 0.83 1.80 -4.99  0.1648
H: 1.86 -0.20 -1.93  0.0719
C: -3.94 -2.00 0.75  0.1985
H: -6.72 -2.03 0.97  0.3282
C: 4.57 1.90 -0.90  -0.3802
H: 2.39 2.96 -2.51  0.1679
H: -0.84 -0.86 3.51  0.2676
P: 3.09 -0.46 3.10  0.4085
H: -7.76 -0.34 3.91  0.2779
P: 0.29 1.68 3.48  0.4639
H: -0.99 0.76 5.16  0.3996
H: -3.61 -2.31 -0.36  0.3114
N: 2.03 -0.01 1.75  0.5397
C: -0.59 0.18 1.18  -1.0369
H: 5.55 2.20 -0.28  0.6142
C: -6.25 -2.74 1.79  -0.8004
H: -2.78 -1.31 2.64  0.0287
H: -1.70 -1.12 -0.32  0.4321
H: -6.88 -2.60 4.01  0.4043
H: 1.39 -1.37 0.02  0.6107
H: 4.08 2.90 -1.19  0.2171
O: -1.17 1.50 4.49  -0.5322
C: 0.34 -0.58 -6.81  -0.2970
C: -1.94 1.12 1.48  -1.2866
H: -2.27 -2.97 1.94  0.3296
H: 4.21 2.38 1.69  0.3927
C: 1.84 -2.77 1.73  -0.2497
C: 5.22 1.25 -2.30  0.1003
H: 0.02 -0.84 -5.81  0.3719
C: 1.76 0.18 -8.37  -0.5017
H: -2.55 1.50 -0.55  0.2315
H: -5.12 -1.93 3.69  0.1099
C: -6.21 -1.98 3.27  -0.2163
H: 4.58 -2.11 3.27  0.3775
H: -4.05 2.97 0.50  0.3031
C: 1.13 1.35 -0.25  -1.9204
O: 5.30 1.96 -3.46  -0.5382
H: -1.32 -1.00 -8.18  0.3970
F: 1.66 -5.22 1.26  -0.2803
C: 0.59 -0.17 -9.01  -0.4006
N: 0.19 -0.84 3.36  -0.4065
C: -0.31 -0.65 -8.02  -0.5450
H: -4.24 -3.87 2.20  0.3008
O: -0.11 0.68 -0.04  0.5141
H: -4.61 -1.04 0.78  -0.2928
O: 1.46 1.81 4.82  -0.4941
C: 1.92 1.99 -2.89  -0.0269
C: 2.08 -1.36 0.99  -1.1517
C: 0.78 2.46 -4.03  -0.9748
Cl: 4.37 1.01 4.04  -0.1481
H: -5.12 1.47 0.07  0.3070
C: 3.02 2.46 1.50  -1.5966
C: -4.19 1.82 0.73  -0.6697
H: 5.47 -0.60 -3.21  0.3617
F: 3.41 -4.11 0.09  -0.2312
O: 4.53 -1.41 2.55  -0.5010
H: 0.29 0.64 -2.36  0.4414
H: 0.57 -0.61 4.30  0.4288
O: 5.80 -0.12 -2.38  -0.4704
H: -1.73 2.27 1.53  0.6919
F: 1.01 -3.82 -0.55  -0.2254
H: 2.68 2.64 2.63  0.3524
H: 3.12 -1.62 0.53  0.7574
H: -2.54 0.82 2.42  0.3271
C: -1.27 -1.27 0.78  -0.4730
C: 2.39 1.14 0.76  2.8785
C: 0.58 0.22 2.30  1.3304